Entry 1:
{
  "formula": "C35H39BaN6O2Se2",
  "method": "ωB97M-V/def2-TZVPD",
  "mol_weight_g_mol": 870.99,
  "e_homo_ev": -3.39,
  "total_charge": -1,
  "multiplicity": 1,
  "orbital_gap_ev": 4.1,
  "species": ["Ba", "C", "N", "C", "C", "C", "N", "C", "C", "C", "C", "C", "C", "C", "O", "C", "C", "C", "N", "C", "C", "C", "C", "C", "C", "C", "O", "H", "H", "H", "H", "H", "H", "H", "H", "H", "H", "H", "H", "H", "H", "H", "H", "H", "H", "H", "H", "H", "H", "H", "H", "H", "C", "C", "C", "C", "C", "C", "Se", "C", "C", "C", "H", "H", "H", "H", "H", "H", "H", "H", "H", "H", "H", "Se", "N", "C", "C", "C", "C", "N", "C", "N", "H", "H", "H"],
  "positions_angstrom": [[-0.79899, 1.25736, -0.45519], [-2.98785, -0.27650, 1.89552], [-1.57402, -0.29330, 2.27086], [-1.34364, 0.56088, 3.45711], [-0.17890, 1.53755, 3.29052], [-0.57475, 2.93830, 2.84185], [-1.41755, 2.93461, 1.64547], [-2.22410, 3.91267, 1.50378], [-3.14651, 4.15180, 0.40554], [-3.59470, 5.46857, 0.22699], [-4.45620, 5.83403, -0.78162], [-4.92062, 4.83432, -1.64503], [-4.53259, 3.52675, -1.48893], [-3.63115, 3.11705, -0.46397], [-3.28792, 1.89069, -0.33041], [-1.14580, -1.67922, 2.50805], [-0.79863, -2.40835, 1.21444], [0.60484, -2.03011, 0.72836], [0.63092, -1.70599, -0.69420], [1.39998, -0.74018, -1.01542], [1.55804, -0.26483, -2.39645], [1.66643, -1.14170, -3.47237], [1.84100, -0.68053, -4.76411], [1.91787, 0.69982, -4.97637], [1.80343, 1.59282, -3.93194], [1.58131, 1.15013, -2.59887], [1.35353, 1.96659, -1.62828], [-3.62353, -0.68725, 2.69672], [-3.15086, -0.87996, 1.00027], [-3.30324, 0.73645, 1.65716], [-1.15222, -0.08290, 4.32271], [-2.26533, 1.10648, 3.68119], [0.56443, 1.10594, 2.61220], [0.36419, 1.64480, 4.23308], [0.34259, 3.49732, 2.62835], [-1.09109, 3.45979, 3.65954], [-2.22107, 4.71673, 2.25589], [-3.23178, 6.22517, 0.91770], [-4.77050, 6.86223, -0.89850], [-5.60490, 5.09172, -2.44646], [-4.90347, 2.75087, -2.14840], [-1.92995, -2.21589, 3.06700], [-0.25495, -1.66648, 3.13909], [-1.53131, -2.16672, 0.43851], [-0.86957, -3.48658, 1.37663], [1.29898, -2.85517, 0.90328], [0.98839, -1.18522, 1.31663], [1.94182, -0.16847, -0.23869], [1.63118, -2.20638, -3.26366], [1.94012, -1.37239, -5.59097], [2.07284, 1.07923, -5.98123], [1.87273, 2.66111, -4.10214], [3.35887, -5.56216, 2.05997], [3.39266, -4.05766, 2.13444], [2.83113, -3.36886, 3.19966], [2.85059, -1.97739, 3.27417], [2.23170, -1.30158, 4.46489], [3.44440, -1.21818, 2.24796], [3.38906, 0.68303, 2.26466], [4.05501, -1.91675, 1.18073], [4.77834, -1.17477, 0.09374], [4.00781, -3.30456, 1.13916], [2.76497, -5.97985, 2.87450], [4.36278, -5.99001, 2.12862], [2.92443, -5.90742, 1.11853], [2.35680, -3.93021, 4.00131], [1.78399, -2.03438, 5.14117], [1.47436, -0.57698, 4.15719], [2.97984, -0.71794, 5.00643], [4.12665, -0.46135, -0.41357], [5.19695, -1.86693, -0.63953], [5.57636, -0.56254, 0.52039], [4.47231, -3.81674, 0.29990], [-1.43492, 2.95705, -4.61074], [-1.55127, 1.62792, -5.77816], [-1.60183, 0.51902, -5.06944], [-1.67400, -0.81265, -5.58252], [-1.67608, -1.82513, -4.68767], [-1.62115, -1.55536, -3.27531], [-1.60471, -0.36815, -2.76103], [-1.57705, 0.68063, -3.63905], [-1.50499, 1.91815, -3.19204], [-1.69745, -0.97608, -6.65142], [-1.69975, -2.85655, -5.01208], [-1.57276, -2.38332, -2.57610]],
  "forces_ev_per_a": [[0.0, -0.2, 0.4], [0.0, 0.0, 0.0], [-0.1, 0.1, -0.1], [0.0, 0.0, 0.0], [0.0, -0.1, 0.0], [0.0, 0.0, 0.0], [0.0, 0.2, 0.1], [0.1, 0.1, 0.0], [-0.2, 0.0, -0.3], [0.1, 0.0, 0.2], [0.0, 0.0, 0.0], [0.0, 0.0, 0.0], [0.0, 0.0, 0.0], [0.1, 0.0, 0.1], [0.1, 0.0, -0.2], [0.1, 0.0, 0.0], [0.0, 0.0, 0.0], [0.0, 0.0, 0.0], [0.1, 0.0, -0.1], [0.0, 0.0, 0.0], [0.0, 0.1, 0.0], [0.0, -0.1, 0.1], [0.0, 0.0, 0.0], [0.0, 0.0, 0.0], [0.0, 0.0, 0.0], [0.2, -0.1, -0.1], [-0.1, 0.1, 0.0], [0.0, 0.0, 0.0], [0.0, 0.0, 0.0], [0.0, 0.0, 0.0], [0.0, 0.0, 0.0], [0.0, 0.0, 0.0], [0.0, 0.0, 0.0], [0.0, 0.0, 0.0], [0.0, 0.0, 0.0], [0.0, 0.0, 0.0], [0.0, -0.1, 0.1], [0.0, 0.0, 0.0], [0.0, 0.0, 0.0], [0.0, 0.0, 0.0], [0.0, 0.0, 0.0], [0.0, 0.0, 0.0], [0.0, 0.0, 0.0], [0.0, 0.0, 0.0], [0.0, 0.0, 0.0], [0.0, 0.0, 0.0], [0.0, 0.0, 0.0], [0.0, 0.0, -0.1], [0.0, 0.0, 0.0], [0.0, 0.0, 0.0], [0.0, 0.0, 0.0], [0.0, 0.0, 0.0], [0.0, 0.0, 0.0], [0.0, 0.0, 0.0], [0.0, 0.0, 0.0], [0.0, 0.0, 0.0], [0.0, 0.0, 0.0], [0.1, 0.0, 0.0], [0.0, 0.0, 0.0], [0.0, 0.1, 0.0], [0.0, 0.1, 0.0], [0.0, 0.0, 0.0], [0.0, 0.0, 0.0], [0.0, 0.0, 0.0], [0.0, 0.0, 0.0], [0.0, 0.0, 0.0], [0.0, 0.0, 0.0], [0.0, 0.0, 0.0], [0.0, 0.0, 0.0], [0.0, 0.0, 0.0], [0.0, 0.0, 0.0], [0.0, 0.0, 0.0], [0.0, 0.0, 0.0], [0.0, 0.0, -0.1], [0.0, 0.1, 0.0], [0.0, 0.0, 0.0], [0.0, 0.0, 0.0], [0.0, 0.0, 0.0], [0.0, 0.0, -0.1], [0.0, 0.0, 0.1], [0.0, 0.0, 0.0], [-0.1, 0.0, -0.1], [0.0, 0.0, 0.0], [0.0, 0.0, 0.0], [0.0, 0.0, 0.0]]
}

=====

Entry 2:
{
  "formula": "C35H39F11N2O37",
  "method": "ωB97M-V/def2-TZVPD",
  "mol_weight_g_mol": 1288.65,
  "e_homo_ev": -10.15,
  "multiplicity": 1,
  "orbital_gap_ev": 9.7,
  "species": ["C", "C", "O", "C", "O", "O", "F", "H", "H", "H", "C", "C", "O", "C", "O", "O", "F", "H", "H", "H", "C", "C", "O", "C", "O", "O", "F", "H", "H", "H", "C", "C", "O", "C", "O", "O", "F", "H", "H", "H", "C", "C", "O", "C", "O", "O", "F", "H", "H", "H", "C", "C", "O", "C", "O", "O", "F", "H", "H", "H", "C", "C", "O", "C", "O", "O", "F", "H", "H", "H", "C", "C", "O", "C", "O", "O", "F", "H", "H", "H", "C", "C", "O", "C", "O", "O", "F", "H", "H", "H", "C", "C", "O", "C", "O", "O", "F", "H", "H", "H", "C", "C", "O", "C", "O", "O", "F", "H", "H", "H", "C", "N", "O", "O", "H", "H", "H", "C", "N", "O", "O", "H", "H", "H"],
  "positions_angstrom": [[-11.64129, -5.63669, 27.38421], [-12.99468, -5.30524, 26.69674], [-13.89472, -6.24937, 27.21624], [-13.25505, -7.05648, 28.05544], [-13.73694, -7.90006, 28.77831], [-11.93451, -6.70980, 28.12762], [-13.02983, -5.51340, 25.38635], [-11.35896, -4.79205, 28.01269], [-10.90287, -5.84656, 26.61040], [-13.35706, -4.29061, 26.86195], [-12.80697, -1.44057, 29.36765], [-11.30616, -1.19424, 29.69161], [-10.91465, -2.53195, 30.03230], [-12.03751, -3.31734, 30.26097], [-12.12816, -4.50772, 30.55705], [-13.12033, -2.57626, 30.04776], [-11.24006, -0.51321, 30.83848], [-12.88074, -1.47036, 28.28056], [-13.52742, -0.65814, 29.60613], [-10.71009, -0.65053, 28.95869], [-17.12901, 0.57486, 21.45424], [-15.67092, 0.96266, 21.47917], [-15.44522, 1.87380, 20.51489], [-16.57517, 2.05598, 19.85643], [-16.67420, 2.86443, 18.94720], [-17.52425, 1.16605, 20.25008], [-14.89215, -0.10540, 21.34316], [-17.62551, 0.96758, 22.34157], [-17.28054, -0.50023, 21.55080], [-15.40570, 1.41930, 22.43271], [-9.53616, 2.37029, 21.77169], [-8.78978, 2.12364, 20.46647], [-7.44213, 2.21381, 20.81925], [-7.36586, 3.04670, 21.89125], [-6.34312, 3.42917, 22.40483], [-8.58446, 3.13828, 22.48046], [-9.12999, 3.03730, 19.55845], [-9.75936, 1.47832, 22.35707], [-10.37410, 3.06566, 21.72261], [-8.99926, 1.12747, 20.07677], [-9.57429, -2.58848, 19.74243], [-9.64767, -3.26195, 18.37280], [-11.06925, -3.52822, 18.29573], [-11.57317, -3.55449, 19.54937], [-12.66507, -3.91140, 19.92621], [-10.67602, -3.09084, 20.38557], [-8.98320, -4.41054, 18.38809], [-9.58065, -1.50691, 19.60729], [-8.63851, -2.86382, 20.22884], [-9.32339, -2.59927, 17.57043], [-12.75593, 0.79713, 17.38920], [-12.07698, 2.05588, 17.95311], [-11.97338, 1.80209, 19.30468], [-12.21193, 0.51242, 19.56319], [-11.93770, -0.01633, 20.59411], [-12.80194, -0.03530, 18.48962], [-12.83700, 3.12435, 17.82618], [-12.01322, 0.31235, 16.75560], [-13.66165, 1.00357, 16.81897], [-11.09111, 2.23822, 17.52543], [-11.38074, -0.97686, 23.23893], [-12.53269, -1.97958, 23.17670], [-12.77899, -2.25287, 24.53416], [-11.65772, -1.96375, 25.21858], [-11.44707, -2.13320, 26.43308], [-10.72828, -1.56889, 24.33881], [-12.09936, -3.12296, 22.63783], [-11.68396, 0.06739, 23.31437], [-10.87290, -1.11291, 22.28411], [-13.43898, -1.69517, 22.64205], [-9.09320, -7.37847, 22.23940], [-9.03490, -6.36105, 21.17677], [-9.03024, -5.19035, 21.94000], [-9.66380, -5.46856, 23.14067], [-10.09600, -4.64264, 23.96421], [-9.91850, -6.72537, 23.19300], [-10.14848, -6.47164, 20.51391], [-8.07821, -7.37814, 22.63676], [-9.33890, -8.33205, 21.77204], [-8.17432, -6.52174, 20.52740], [-10.18126, 2.81501, 25.85521], [-11.32247, 1.96948, 26.42357], [-10.80059, 1.55266, 27.61360], [-9.48268, 1.48673, 27.48894], [-8.66658, 0.98113, 28.29843], [-9.17625, 2.04267, 26.38464], [-11.57670, 0.95619, 25.65255], [-10.09629, 3.85441, 26.17227], [-10.34382, 2.88490, 24.77967], [-12.20900, 2.59060, 26.55158], [-14.28165, 4.88617, 21.95328], [-13.12305, 4.36637, 21.10420], [-12.85400, 3.14368, 21.75147], [-13.32115, 3.19207, 22.96512], [-13.22618, 2.38964, 23.85939], [-13.77356, 4.34553, 23.20997], [-12.22166, 5.32413, 21.05343], [-15.21542, 4.51456, 21.53130], [-14.39316, 5.95800, 22.11714], [-13.46224, 4.13658, 20.09413], [-7.01474, -2.12757, 28.71422], [-7.96371, -2.08948, 27.49286], [-8.63819, -3.35434, 27.68996], [-7.99816, -4.09255, 28.53594], [-8.31235, -5.25913, 28.77043], [-6.89174, -3.47727, 28.93593], [-7.17250, -2.06405, 26.39711], [-7.50248, -1.66662, 29.57313], [-6.02589, -1.75638, 28.44497], [-8.78719, -1.38167, 27.58762], [-15.48737, 0.43053, 25.42817], [-15.21640, 0.78873, 26.89847], [-15.49714, -0.04620, 27.74553], [-14.65724, 1.79548, 27.17263], [-14.97175, -0.49647, 25.17737], [-15.21093, 1.22092, 24.73034], [-16.56454, 0.28919, 25.33972], [-7.48063, -2.51887, 23.38227], [-7.76773, -1.12648, 22.92917], [-8.55590, -1.08576, 21.98480], [-7.18921, -0.21851, 23.46106], [-6.51155, -2.52354, 23.88124], [-7.47132, -3.15056, 22.49402], [-8.28982, -2.79435, 24.05860]],
  "forces_ev_per_a": [[-0.6, 2.5, -2.0], [-0.1, 0.4, 0.8], [-0.4, 0.3, 0.3], [0.4, -1.3, 2.8], [0.5, 1.2, -1.8], [-0.9, -3.0, 1.6], [0.6, -0.1, -1.9], [0.3, -0.1, -0.1], [0.2, 0.1, 0.1], [-0.1, 0.0, 0.2], [0.9, 2.8, -1.7], [-2.2, -1.2, 0.5], [0.1, -0.7, -0.5], [-0.2, -2.7, 0.3], [1.3, 3.6, -0.6], [-1.0, -1.3, 0.3], [0.5, 1.2, 1.3], [-0.1, -1.0, -0.2], [0.5, 0.2, 0.6], [0.2, -0.8, -0.1], [0.4, -0.1, 0.9], [0.1, -0.6, 3.7], [0.8, 0.8, -0.5], [-1.5, 1.6, -4.0], [-0.2, -1.8, 2.2], [-0.7, 0.8, -0.8], [1.1, -1.2, -0.6], [-0.3, 0.6, -0.3], [0.1, 0.0, -0.8], [0.2, 0.0, 0.2], [0.1, 0.9, 0.4], [-0.8, -2.1, 1.1], [-0.4, 0.7, -0.7], [1.8, -0.6, 2.7], [-1.7, -0.1, -1.4], [1.2, 0.7, 0.3], [-0.1, 1.1, -1.2], [-0.1, -0.2, -0.3], [-0.3, -0.7, -0.6], [0.3, 0.0, -0.2], [1.7, 0.0, -1.5], [-1.8, 1.5, 1.0], [0.8, -0.2, -1.1], [-2.4, -0.7, 0.9], [1.5, 0.3, -1.5], [0.3, 0.5, 2.1], [0.7, -1.2, -0.4], [-0.3, 0.1, 0.3], [-0.3, 0.0, 0.2], [-0.2, -0.5, -0.3], [2.1, 0.6, -1.2], [0.2, -0.9, -0.7], [1.0, 0.4, 0.9], [-0.5, -0.1, 0.2], [-0.2, -0.1, -0.4], [-1.0, -1.7, 1.6], [-1.0, 1.8, -0.5], [-0.3, 0.1, -0.7], [-0.3, -0.2, 0.6], [0.0, 0.3, 0.0], [-1.2, -1.4, -1.9], [-0.5, 0.8, -0.5], [-0.8, 0.4, 1.2], [1.3, -1.3, 3.0], [-1.0, 0.6, -3.8], [1.4, 1.5, 1.1], [0.2, -0.7, -0.4], [0.0, 0.0, 0.7], [0.6, 0.0, 0.6], [0.0, 0.2, 0.4], [1.9, -0.2, -0.1], [1.6, -0.6, 1.3], [0.4, 1.4, 0.3], [-2.4, 4.4, 1.7], [2.3, -2.3, -2.8], [-0.5, -3.2, 0.8], [-2.5, 0.6, -2.3], [0.1, -0.7, 0.4], [-0.8, 0.0, 1.0], [0.1, 0.8, -0.1], [-2.3, 0.1, -0.4], [-1.0, 4.6, 0.3], [-1.2, -1.1, 2.3], [3.0, -2.3, 4.1], [-3.2, 1.5, -2.7], [4.6, 0.8, -2.8], [-0.5, -2.4, -1.6], [-0.2, -0.1, 0.6], [1.0, -0.7, -0.2], [-0.3, -0.5, 0.4], [1.0, 0.4, 0.3], [-3.8, 0.4, -1.5], [1.8, -0.9, -2.3], [1.5, -1.9, 3.2], [0.3, -1.1, -1.1], [-4.0, 3.8, 0.6], [2.5, 0.2, 0.3], [-0.2, -0.6, 0.9], [0.5, -0.1, -0.4], [0.4, -0.2, -0.1], [-0.5, 1.5, -0.9], [-0.1, -0.8, 2.6], [-1.1, 2.2, -2.4], [0.2, -5.2, 0.6], [0.9, 2.9, -0.1], [0.8, -1.8, 1.5], [-0.8, -0.1, -0.7], [0.4, 0.4, 0.0], [-0.3, 0.4, 0.3], [0.6, 0.4, -1.0], [-0.6, 0.2, 0.2], [-0.1, -2.3, -0.2], [-0.5, -0.2, -0.9], [0.8, 2.3, -0.3], [0.0, 0.1, 0.4], [0.4, 0.2, 0.7], [0.1, -0.2, 0.3], [0.4, 0.0, 0.2], [0.3, -1.6, -0.5], [0.2, 1.2, 0.4], [-0.5, 0.6, -0.3], [-0.3, 0.1, 0.0], [-0.2, 0.1, 0.2], [0.0, -0.1, -0.1]]
}